# 1
The following is a quantum chemistry calculation of a 12-piece molecular cluster, C63H110O9S3 overall in a non-equilibrium geometry, from the OMol25 dataset.

As for the SMILES: CCOS(C)(=O)=O.CCOS(C)(=O)=O.CCOS(C)(=O)=O.c1ccccc1.c1ccccc1.c1ccccc1.c1ccccc1.c1ccccc1.CCCCCC.CCCCCC.CCCCCC.CCCCCC. The lowest unoccupied orbital energy comes out at 0.5 eV. For the energy relative to the best compared isomer or geometry (same formula, charge and spin), the calculation gives 3.810 eV. The frontier orbital gap is 9.720 eV.

Each line ends with the Löwdin charge.
Cartesian coordinates (Å):
C (-0.6941, -6.2004, -1.1114)  -0.05
C (-2.0311, -6.9069, -1.4648)  -0.23
O (-3.2117, -6.0202, -1.5101)  -0.29
S (-4.4685, -6.3666, -2.5984)  0.70
C (-4.4322, -4.7494, -3.5827)  -0.08
O (-4.1619, -7.5274, -3.4797)  -0.32
O (-5.6818, -6.4402, -1.8118)  -0.31
H (-0.3745, -6.3895, -0.0866)  0.07
H (-0.7424, -5.1206, -1.2516)  0.05
H (0.0651, -6.3907, -1.8699)  0.08
H (-1.9001, -7.2735, -2.4829)  0.09
H (-2.1961, -7.8531, -0.9494)  0.12
H (-3.5795, -4.8090, -4.2591)  0.06
H (-4.3735, -3.9106, -2.8892)  0.03
H (-5.2819, -4.7768, -4.2648)  0.07
C (0.6954, 0.2319, -0.4110)  -0.04
C (-0.5515, -0.4314, 0.1473)  -0.28
O (-1.4851, -0.2910, -0.9057)  -0.29
S (-1.9541, -1.7031, -1.6022)  0.67
C (-3.0969, -2.2337, -0.2362)  -0.07
O (-2.7860, -1.3012, -2.7279)  -0.30
O (-0.8179, -2.6428, -1.6935)  -0.30
H (0.7734, -0.1883, -1.4138)  0.07
H (1.6001, -0.0754, 0.1135)  0.07
H (0.6566, 1.3209, -0.4369)  0.08
H (-0.4677, -1.4249, 0.5878)  0.10
H (-1.0491, 0.1154, 0.9483)  0.11
H (-3.8890, -1.4863, -0.1885)  0.06
H (-2.5996, -2.3910, 0.7209)  0.04
H (-3.4252, -3.2437, -0.4814)  0.06
C (-3.4927, -0.5584, -6.2726)  -0.05
C (-3.2843, -2.0092, -6.0008)  -0.34
O (-3.5291, -2.7792, -7.1234)  -0.25
S (-2.3463, -3.6998, -7.8514)  0.68
C (-1.7527, -2.5003, -9.1991)  -0.08
O (-1.2289, -3.9014, -6.9074)  -0.32
O (-2.9420, -4.8010, -8.5264)  -0.28
H (-2.9299, -0.0445, -5.4933)  0.06
H (-4.5237, -0.3199, -6.0114)  0.08
H (-3.2487, -0.2629, -7.2930)  0.09
H (-2.2776, -2.0993, -5.5927)  0.10
H (-3.9155, -2.4465, -5.2273)  0.10
H (-2.6075, -1.9888, -9.6416)  0.06
H (-1.2399, -3.1034, -9.9484)  0.06
H (-1.0317, -1.8304, -8.7307)  0.05
C (-7.0380, -1.1637, 1.0730)  -0.10
C (-7.1373, 0.0365, 0.3336)  -0.08
C (-6.7917, 0.0643, -1.0227)  -0.09
C (-6.2908, -1.0651, -1.6388)  -0.11
C (-6.3709, -2.2833, -0.9791)  -0.09
C (-6.6438, -2.3414, 0.4393)  -0.07
H (-7.1617, -1.1518, 2.1459)  0.09
H (-7.5898, 0.9131, 0.7730)  0.10
H (-6.9553, 0.9989, -1.5385)  0.10
H (-6.0126, -1.1094, -2.6814)  0.10
H (-6.0899, -3.2209, -1.4357)  0.08
H (-6.5746, -3.3039, 0.9241)  0.10
C (-1.1413, -4.5862, 3.8760)  -0.09
C (-0.6855, -4.0846, 2.6601)  -0.10
C (0.6489, -4.0957, 2.3136)  -0.12
C (1.5808, -4.3287, 3.2498)  -0.09
C (1.1425, -5.0504, 4.3766)  -0.08
C (-0.1857, -5.1133, 4.7416)  -0.10
H (-2.2016, -4.7495, 4.0009)  0.10
H (-1.4806, -3.8834, 1.9574)  0.08
H (1.0228, -3.7974, 1.3453)  0.11
H (2.6352, -4.1820, 3.0675)  0.11
H (1.7818, -5.2328, 5.2278)  0.10
H (-0.5188, -5.5911, 5.6511)  0.10
C (-0.7823, 3.3113, -2.5890)  -0.10
C (-1.3725, 4.5054, -2.1950)  -0.10
C (-2.6412, 4.4623, -1.6326)  -0.09
C (-3.3338, 3.2587, -1.7078)  -0.09
C (-2.7867, 2.1309, -2.2648)  -0.11
C (-1.5135, 2.1501, -2.7243)  -0.10
H (0.2619, 3.3843, -2.8546)  0.10
H (-0.8163, 5.4311, -2.1808)  0.10
H (-3.0163, 5.3748, -1.1931)  0.10
H (-4.3109, 3.1766, -1.2551)  0.10
H (-3.3267, 1.1975, -2.2057)  0.09
H (-1.0984, 1.2371, -3.1249)  0.10
C (-0.5087, 4.1784, 1.6349)  -0.13
C (-1.3612, 3.7429, 2.5256)  -0.12
C (-1.2110, 4.2344, 3.8446)  -0.07
C (-0.2263, 5.2222, 4.1587)  -0.07
C (0.7420, 5.5797, 3.1884)  -0.09
C (0.5876, 5.0239, 1.9156)  -0.07
H (-0.6353, 3.8021, 0.6305)  0.09
H (-2.0710, 2.9559, 2.3175)  0.10
H (-2.0412, 4.0778, 4.5174)  0.09
H (-0.1305, 5.6408, 5.1497)  0.09
H (1.5822, 6.2380, 3.3535)  0.09
H (1.3130, 5.1856, 1.1320)  0.09
C (7.4470, 0.2534, 2.2579)  -0.12
C (6.6856, -0.1767, 3.3145)  -0.09
C (5.4446, -0.7440, 3.1185)  -0.13
C (4.9424, -0.7508, 1.8894)  -0.13
C (5.7143, -0.4183, 0.7794)  -0.06
C (6.9854, 0.2296, 0.9702)  -0.08
H (8.3730, 0.7750, 2.4500)  0.10
H (7.0253, -0.0224, 4.3281)  0.11
H (4.9837, -1.1813, 3.9918)  0.11
H (3.9095, -1.0192, 1.7233)  0.10
H (5.3792, -0.5090, -0.2433)  0.09
H (7.5752, 0.5995, 0.1446)  0.10
C (0.1264, 2.8872, -6.9811)  -0.10
C (0.0109, 1.3976, -6.6525)  -0.23
C (1.1151, 0.6497, -5.7652)  -0.23
C (0.9087, -0.7847, -5.4305)  -0.23
C (1.9115, -1.3724, -4.4329)  -0.21
C (3.3760, -1.2300, -5.0315)  -0.12
H (1.0359, 3.3599, -6.6105)  0.07
H (-0.6733, 3.3305, -6.3877)  0.06
H (0.0000, 3.0806, -8.0464)  0.07
H (-0.9723, 1.1498, -6.2525)  0.07
H (0.0113, 0.7565, -7.5340)  0.09
H (1.2891, 1.3058, -4.9124)  0.09
H (2.0747, 0.7435, -6.2736)  0.10
H (-0.0802, -0.8481, -4.9763)  0.10
H (0.9818, -1.2990, -6.3887)  0.12
H (2.0627, -1.0096, -3.4162)  0.07
H (1.7268, -2.4458, -4.4758)  0.10
H (3.7171, -0.3153, -5.5163)  0.06
H (4.1200, -1.5456, -4.3002)  0.06
H (3.4200, -1.9105, -5.8819)  0.06
C (1.8802, 1.0396, 3.1018)  -0.10
C (3.0253, 1.3714, 4.0666)  -0.27
C (2.8820, 2.7899, 4.6069)  -0.19
C (4.1141, 3.1093, 5.5591)  -0.21
C (4.0264, 4.3996, 6.2977)  -0.28
C (4.3309, 5.6760, 5.5031)  -0.11
H (1.8557, -0.0059, 2.7942)  0.05
H (1.9084, 1.6537, 2.2018)  0.06
H (0.9053, 1.2244, 3.5531)  0.06
H (3.1198, 0.6650, 4.8914)  0.11
H (3.9526, 1.3992, 3.4945)  0.09
H (1.9507, 2.8472, 5.1703)  0.11
H (2.7994, 3.4587, 3.7501)  0.09
H (4.2615, 2.3549, 6.3318)  0.10
H (5.0835, 3.0254, 5.0678)  0.11
H (3.0366, 4.5427, 6.7312)  0.10
H (4.6884, 4.4119, 7.1635)  0.10
H (3.7586, 5.8904, 4.6006)  0.04
H (4.1832, 6.5169, 6.1807)  0.07
H (5.3498, 5.7010, 5.1168)  0.07
C (3.4575, 1.3694, -2.9099)  -0.12
C (3.6934, 1.9457, -1.5643)  -0.27
C (4.9889, 2.7572, -1.5599)  -0.20
C (4.9252, 4.0767, -0.7677)  -0.26
C (4.7075, 3.9493, 0.6704)  -0.28
C (4.8481, 5.2503, 1.4912)  -0.09
H (2.4267, 1.0170, -2.8759)  0.05
H (4.0721, 0.4738, -3.0008)  0.07
H (3.6330, 2.0339, -3.7560)  0.09
H (2.8691, 2.6515, -1.4620)  0.10
H (3.6133, 1.3156, -0.6785)  0.10
H (5.4085, 2.9560, -2.5461)  0.11
H (5.8248, 2.1928, -1.1467)  0.09
H (5.8396, 4.6179, -1.0106)  0.12
H (4.1225, 4.6725, -1.2024)  0.11
H (3.7108, 3.5252, 0.7924)  0.10
H (5.5211, 3.3201, 1.0313)  0.11
H (4.1938, 5.9980, 1.0431)  0.07
H (4.4433, 5.0815, 2.4891)  0.03
H (5.8480, 5.5562, 1.7991)  0.08
C (-1.5885, -1.5165, 8.1722)  -0.14
C (-1.2867, -0.2705, 7.4220)  -0.27
C (-2.2171, -0.0270, 6.0955)  -0.16
C (-2.1527, -1.1449, 4.9642)  -0.20
C (-2.8082, -0.7493, 3.5853)  -0.25
C (-4.1207, -1.4779, 3.5187)  -0.11
H (-1.0292, -1.5166, 9.1077)  0.07
H (-1.1209, -2.3186, 7.6011)  0.07
H (-2.6396, -1.6834, 8.4076)  0.08
H (-1.1923, 0.5592, 8.1225)  0.09
H (-0.2276, -0.2495, 7.1653)  0.09
H (-1.9224, 0.9317, 5.6686)  0.08
H (-3.2141, 0.0292, 6.5324)  0.09
H (-1.0813, -1.1387, 4.7637)  0.09
H (-2.4990, -2.0660, 5.4329)  0.10
H (-2.7429, 0.3214, 3.3918)  0.10
H (-2.0925, -1.0992, 2.8413)  0.06
H (-4.0785, -2.5101, 3.1711)  0.08
H (-4.5763, -1.2501, 4.4824)  0.08
H (-4.7295, -0.9471, 2.7868)  0.05

=====

# 2
The following is a quantum chemistry calculation of C20H24InN2O6P3 as an isolated structure, from the OMol25 dataset.

As for the charge: +2. The lowest unoccupied orbital energy comes out at -6.1 eV. For the energy relative to the best compared isomer or geometry (same formula, charge and spin), the calculation gives 0.067 eV. The frontier orbital gap is 8.606 eV.

Each line ends with the Löwdin charge.
Cartesian coordinates (Å):
In (-0.2437, 1.1712, -0.3076)  0.95
N (-1.9556, 0.1686, -1.4394)  0.04
C (-1.5758, -1.0522, -2.1505)  -0.27
C (-2.4399, -1.5744, -3.1000)  0.00
C (-2.0985, -2.7210, -3.7992)  -0.02
C (-0.8837, -3.3528, -3.5614)  -0.03
C (-0.0092, -2.8291, -2.6262)  -0.05
C (-0.3443, -1.6762, -1.9108)  -0.31
P (0.8456, -1.0293, -0.7270)  1.05
C (0.6170, -1.8551, 0.8475)  -0.38
C (1.4006, -1.4455, 1.9310)  -0.09
C (1.2102, -2.0369, 3.1671)  -0.04
C (0.2425, -3.0236, 3.3240)  -0.04
C (-0.5387, -3.4236, 2.2490)  -0.05
C (-0.3583, -2.8398, 1.0032)  -0.06
C (2.5180, -1.1542, -1.3258)  -0.37
C (3.3129, -2.2181, -0.8981)  -0.07
C (4.5953, -2.3474, -1.4100)  -0.04
C (5.0714, -1.4260, -2.3317)  -0.03
C (4.2759, -0.3656, -2.7516)  -0.04
C (2.9959, -0.2225, -2.2485)  -0.08
H (-2.7062, 0.0094, -0.7674)  0.12
H (-2.3407, 0.8515, -2.0908)  0.12
H (-3.3871, -1.0836, -3.2900)  0.13
H (-2.7836, -3.1198, -4.5347)  0.13
H (-0.6152, -4.2450, -4.1098)  0.13
H (0.9492, -3.3041, -2.4544)  0.12
H (2.1492, -0.6714, 1.8079)  0.12
H (1.8155, -1.7303, 4.0092)  0.12
H (0.1009, -3.4874, 4.2911)  0.12
H (-1.2833, -4.1981, 2.3742)  0.12
H (-0.9591, -3.1601, 0.1614)  0.11
H (2.9401, -2.9288, -0.1712)  0.12
H (5.2224, -3.1661, -1.0847)  0.12
H (6.0744, -1.5292, -2.7231)  0.12
H (4.6582, 0.3517, -3.4648)  0.12
H (2.3719, 0.6045, -2.5694)  0.11
N (-2.6454, 3.8733, 2.6981)  0.21
C (-1.4019, 3.6628, 1.8665)  -0.50
C (-0.4028, 4.7821, 2.1486)  -0.05
P (-0.6584, 2.0655, 2.4713)  0.35
O (-1.6571, 0.8943, 1.9080)  -0.17
O (-0.6352, 2.1278, 3.9333)  -0.22
O (0.5401, 1.8310, 1.5617)  -0.32
P (-1.9095, 3.5352, 0.1018)  0.32
O (-2.3380, 5.0300, -0.1811)  -0.07
O (-2.9896, 2.5252, 0.0047)  -0.28
O (-0.6400, 3.1813, -0.7000)  -0.31
H (-2.4217, 3.6551, 3.6795)  0.16
H (-3.3933, 3.2482, 2.3750)  0.16
H (-2.9822, 4.8375, 2.6322)  0.18
H (-0.1021, 4.7833, 3.1974)  0.10
H (-0.8181, 5.7541, 1.8805)  0.10
H (0.4901, 4.6254, 1.5450)  0.10
H (-2.1404, 0.4188, 2.5978)  0.11
H (-2.7389, 5.2291, -1.0378)  0.12

=====

# 3
The following is a quantum chemistry calculation of C12H18FO3Se4Ti as an isolated structure, from the OMol25 dataset.

As for the expectation value of S²: 0.767. The lowest unoccupied orbital energy (spin up / spin down) comes out at -0.2 / -1.6 eV. For the energy relative to the best compared isomer or geometry (same formula, charge and spin), the calculation gives 0.357 eV. As for the multiplicity: 2. The frontier orbital gap (spin up / spin down) is 6.928 / 5.295 eV.

Each line ends with the Löwdin charge.
Cartesian coordinates (Å):
Ti (0.1850, -1.0960, -0.6747)  0.14
C (-2.0042, 1.2881, 1.0659)  -0.05
O (-1.0593, 1.0609, 0.0214)  -0.29
C (-0.0483, 2.0525, -0.0325)  -0.20
C (0.9856, 1.7777, 1.0354)  -0.15
O (1.3750, 0.4094, 0.9066)  -0.24
C (2.7895, 0.2441, 1.0409)  -0.18
C (3.5688, 0.8224, -0.1477)  -0.22
O (2.7477, 0.8231, -1.2871)  -0.28
C (3.4757, 1.2036, -2.4404)  -0.09
H (-2.8956, 0.7145, 0.8298)  0.08
H (-1.6174, 0.9632, 2.0346)  0.10
H (-2.2588, 2.3497, 1.1050)  0.10
H (-0.4787, 3.0513, 0.0886)  0.14
H (0.4143, 1.9734, -1.0162)  0.08
H (0.5754, 1.9261, 2.0377)  0.14
H (1.8367, 2.4464, 0.8961)  0.13
H (2.9398, -0.8273, 1.1305)  0.05
H (3.1308, 0.7256, 1.9606)  0.14
H (4.4626, 0.2103, -0.3099)  0.13
H (3.8889, 1.8548, 0.0487)  0.12
H (4.2597, 0.4713, -2.6588)  0.10
H (3.9303, 2.1910, -2.3050)  0.09
H (2.7725, 1.2410, -3.2680)  0.07
Se (-0.2738, -2.2729, -2.8700)  0.20
Se (-0.2374, 0.0240, -2.9557)  0.17
Se (2.3699, -2.5585, -1.2347)  0.11
Se (1.1961, -2.9538, 0.7004)  0.18
F (-5.5849, -2.0169, 1.4178)  0.05
C (-4.3224, -1.9239, 0.9530)  -0.29
C (-4.1048, -1.4095, -0.3100)  -0.02
C (-2.7995, -1.2857, -0.7656)  -0.17
C (-1.6948, -1.6561, 0.0171)  -0.33
C (-1.9791, -2.1957, 1.2745)  -0.14
C (-3.2781, -2.3415, 1.7488)  -0.01
H (-4.9445, -1.1081, -0.9227)  0.12
H (-2.6693, -0.8711, -1.7562)  0.05
H (-1.1779, -2.5280, 1.9235)  0.05
H (-3.4754, -2.7793, 2.7185)  0.12